90
Properties=species:S:1:pos:R:3 method="wB97M-V/def2-TZVPD" multiplicity=1 e_homo_ev=-8.07 e_above_lowest_ev=3.042 e_lumo_ev=0.46 orbital_gap_ev=8.5
C 37.86108 -8.40877 4.29103
C 36.97497 -7.33073 4.87105
C 37.79347 -6.05957 4.66815
C 35.71132 -7.24467 4.06229
C 34.59159 -8.23021 4.57523
C 34.44362 -8.12403 6.05174
C 35.64915 -8.38279 6.94623
C 35.30284 -7.99671 8.38423
C 36.01777 -9.95476 7.04745
N 36.80557 -7.68067 6.37897
O 38.02649 -7.85759 7.12909
H 37.45254 -9.40178 4.47847
H 38.07158 -8.35036 3.22315
H 38.82498 -8.43750 4.79915
H 37.39744 -5.21254 5.22832
H 38.79298 -6.23734 5.06499
H 37.94021 -5.85593 3.60744
H 35.18383 -6.30009 4.19497
H 35.74789 -7.45877 2.99415
H 33.63644 -7.91130 4.15798
H 34.89939 -9.23194 4.27541
H 33.64109 -8.73739 6.46141
H 34.22054 -7.06351 6.16849
H 34.35790 -8.33342 8.81064
H 35.31245 -6.91428 8.51212
H 36.00060 -8.35615 9.14056
H 35.92946 -10.38131 6.04827
H 35.29795 -10.52790 7.63181
H 37.01014 -10.17361 7.44167
H 38.03513 -7.12978 7.75504
C 31.34382 -1.06653 7.90713
C 31.89335 -0.41938 9.19800
C 31.22553 -0.79951 10.48034
C 33.48613 -0.85021 9.19773
C 34.39822 0.30662 8.73312
C 34.12264 1.34887 9.80874
C 32.68229 2.02184 9.71391
C 32.20170 2.41108 11.10623
C 32.73183 3.19507 8.73013
N 31.77492 1.11259 9.06427
O 30.46649 1.52354 9.19226
H 31.90558 -0.85056 6.99835
H 31.30197 -2.15420 7.96478
H 30.30800 -0.75320 7.77675
H 30.66256 -1.72833 10.57231
H 31.82336 -0.71125 11.38748
H 30.36402 -0.18724 10.74688
H 33.72964 -1.18149 10.20721
H 33.62752 -1.79966 8.68134
H 35.41660 -0.01759 8.51886
H 34.09244 0.66900 7.75166
H 34.74304 2.22201 9.60670
H 34.35548 1.07067 10.83660
H 33.02721 2.86221 11.65680
H 32.15512 1.48616 11.68107
H 31.27902 2.99049 11.07399
H 33.49740 3.88689 9.08140
H 31.72300 3.60431 8.67647
H 32.99917 2.84324 7.73371
H 30.12501 1.66756 8.30668
C 29.78730 -6.03783 20.39108
C 28.84584 -5.89797 19.17791
C 27.40373 -6.17956 19.59284
C 28.91040 -4.33639 18.86406
C 30.06631 -3.81091 18.02120
C 30.24114 -4.71916 16.80076
C 30.32755 -6.25935 17.15752
C 30.26575 -7.16553 15.91601
C 31.70868 -6.46289 17.89096
N 29.17998 -6.66468 17.97183
O 29.16726 -8.05282 18.33084
H 30.14148 -7.02962 20.67217
H 30.67263 -5.40232 20.41176
H 29.21386 -5.77098 21.27880
H 26.56116 -5.97729 18.93157
H 27.28396 -7.17789 20.01366
H 27.19077 -5.60387 20.49359
H 27.95364 -4.03624 18.43672
H 28.95876 -3.80119 19.81238
H 29.90365 -2.81122 17.61838
H 30.98498 -3.78222 18.60714
H 31.08513 -4.35367 16.21579
H 29.33695 -4.50874 16.22956
H 30.84894 -8.04568 16.18682
H 30.83662 -6.69571 15.11509
H 29.24763 -7.32167 15.55945
H 32.49946 -6.61975 17.15736
H 31.75336 -7.44233 18.36720
H 32.12858 -5.85282 18.69071
H 29.01156 -8.50152 17.49656



55
Properties=species:S:1:pos:R:3 method="wB97M-V/def2-TZVPD" multiplicity=5 total_charge=+2 e_homo_ev="-12.03 / -15.06" e_above_lowest_ev=0.246 e_lumo_ev="-6.18 / -10.51" orbital_gap_ev="5.9 / 4.5"
P 1.51572 -2.53858 -4.89484
P 1.45879 0.51216 -4.81448
C 0.45414 -1.61341 -6.12864
C 1.35811 -0.43278 -6.40693
H -0.45740 -1.35531 -5.55198
H 0.16854 -2.21718 -7.00417
H 2.38707 -0.71590 -6.66728
H 0.98462 0.22799 -7.18954
C -0.10263 1.46929 -5.25341
H -0.14722 2.44060 -4.73585
H -1.03160 0.89272 -5.11753
H -0.00725 1.67446 -6.33403
C 2.60673 1.76782 -5.45992
H 2.13143 2.12425 -6.38134
H 3.57248 1.32564 -5.71588
H 2.70608 2.61182 -4.77275
C 0.25755 -3.83437 -4.62509
H 0.45302 -4.38175 -3.70118
H 0.23840 -4.51068 -5.49368
H -0.74063 -3.38302 -4.56615
C 2.69839 -3.43490 -5.94713
H 2.99191 -2.86287 -6.83459
H 2.19594 -4.33903 -6.32595
H 3.59433 -3.77501 -5.41463
Pt 1.82394 -1.06225 -3.36219
C -1.15528 2.95766 -1.10604
C -2.28776 3.49042 -1.58172
C -2.91872 3.17113 -2.92073
C -4.14508 2.20015 -2.76012
C -3.82840 0.83547 -2.21073
C -2.66866 0.44926 -1.63627
C -1.33525 0.71963 -2.32080
C -0.43032 1.78184 -1.70849
C 2.04740 -2.90102 -2.33058
H -0.64973 3.42667 -0.25079
H -2.80118 4.28171 -1.00549
H -2.18782 2.80191 -3.67035
H -3.33864 4.11535 -3.31662
H -4.86579 2.71083 -2.08240
H -4.63971 2.06141 -3.74376
H -4.62183 0.11068 -2.41665
H -2.60164 -0.14377 -0.70544
H -1.53322 1.00853 -3.35214
H -0.77940 -0.23285 -2.38628
H 0.12895 1.32613 -0.89095
H 0.32014 2.11598 -2.45533
H 2.83737 -2.55747 -1.67025
H 2.36368 -3.75937 -2.93211
H 1.12693 -3.12990 -1.78578
B 0.97544 -0.18676 1.11870
C 1.58228 -0.37634 -0.29522
N 1.92068 -0.47530 -1.41967
H 1.78671 -0.54702 1.94560
H -0.07203 -0.85394 1.24511
H 0.66044 1.00760 1.34152



123
Properties=species:S:1:pos:R:3 method="wB97M-V/def2-TZVPD" multiplicity=1 total_charge=-1 e_homo_ev=-5.84 e_lumo_ev=1.50 orbital_gap_ev=7.3
Cl 0.30253 0.05367 0.64417
O -0.65595 0.97042 1.24822
O 1.66262 0.43920 0.94414
O 0.06651 -1.30456 1.03975
O 0.13728 0.11066 -0.79288
O 6.60970 -3.20932 1.15541
C 6.15911 -2.12146 0.87593
O 5.70395 -1.28794 1.79738
C 5.43040 -0.00213 1.22004
C 6.06494 -0.00544 -0.17786
C 6.01415 -1.53906 -0.50794
H 5.96426 0.71298 1.84738
H 4.38664 0.30705 1.19712
H 7.10454 0.31262 -0.20912
H 5.48256 0.47986 -0.95627
H 6.83190 -1.89177 -1.12720
H 5.03941 -1.88356 -0.85541
O -2.49568 -5.15351 1.35515
C -2.52055 -4.63616 2.43444
O -3.52279 -4.88527 3.29541
C -3.39591 -4.14212 4.51656
C -1.99966 -3.49212 4.48009
C -1.56882 -3.65322 3.02726
H -3.42087 -4.89046 5.30696
H -4.18793 -3.40465 4.62362
H -1.29501 -4.06375 5.08368
H -2.01020 -2.47507 4.86575
H -0.57373 -4.10317 3.03127
H -1.45684 -2.72806 2.45883
O -4.22143 3.81857 -3.91558
C -4.04224 2.97114 -3.09820
O -2.87624 2.30804 -2.98369
C -2.82904 1.54842 -1.74910
C -4.13512 1.87475 -0.99508
C -5.01728 2.49038 -2.05211
H -2.02306 1.90486 -1.11507
H -2.67413 0.48668 -1.91775
H -3.90901 2.62140 -0.23226
H -4.57943 0.99885 -0.52511
H -5.72837 3.22716 -1.69138
H -5.61066 1.71424 -2.54942
O 0.86839 0.68518 -7.62381
C 0.41166 0.23606 -6.60463
O -0.88389 -0.02164 -6.47889
C -1.25985 -0.33076 -5.14817
C 0.05357 -0.28414 -4.34157
C 1.19845 -0.17048 -5.35020
H -1.66886 -1.33691 -5.08196
H -1.94289 0.36233 -4.66094
H 0.10683 -1.15788 -3.69578
H 0.03827 0.51904 -3.60140
H 1.68103 -1.11218 -5.60965
H 1.93638 0.60326 -5.16871
O 3.33398 1.43697 5.62845
C 2.37777 0.74248 5.49481
O 1.18985 1.05849 6.07807
C 0.15983 0.13767 5.66103
C 0.97183 -1.10153 5.23536
C 2.17985 -0.46299 4.61403
H -0.38235 0.61685 4.84683
H -0.43806 -0.11577 6.53278
H 0.44096 -1.82810 4.61935
H 1.29533 -1.67933 6.10680
H 1.92446 -0.01917 3.64334
H 3.11331 -1.01667 4.57780
O -3.21024 -1.70208 -2.82714
C -3.76715 -2.05711 -1.82386
O -5.09756 -2.20042 -1.74668
C -5.54132 -2.64430 -0.47061
C -4.36051 -2.27402 0.44712
C -3.15719 -2.43375 -0.48952
H -5.68547 -3.72405 -0.47395
H -6.42473 -2.12342 -0.11203
H -4.32061 -2.82360 1.38676
H -4.39397 -1.22182 0.74815
H -2.86054 -3.47818 -0.36140
H -2.33400 -1.82130 -0.12410
O 3.05352 5.08827 -1.26705
C 1.87691 4.95015 -1.08686
O 1.27228 3.80710 -1.40089
C -0.10937 3.76921 -1.05543
C -0.47447 5.23627 -0.83545
C 0.84285 6.01140 -0.67950
H -0.18740 3.22320 -0.11304
H -0.70240 3.35992 -1.86613
H -1.20818 5.39911 -0.04408
H -1.03315 5.61136 -1.69941
H 0.96232 6.30238 0.36367
H 1.00078 6.87563 -1.31612
O -2.16794 6.19511 2.41628
C -1.71180 5.18863 2.88607
O -2.38331 4.03258 2.85410
C -1.65589 2.99298 3.54025
C -0.22048 3.44878 3.48162
C -0.35593 4.96111 3.59588
H -1.86679 2.00200 3.14656
H -2.08239 2.99725 4.55222
H 0.23751 3.15838 2.53506
H 0.40239 3.06928 4.29357
H 0.42856 5.56993 3.16041
H -0.54043 5.26507 4.62968
O 1.86712 -3.38240 -3.96913
C 1.23033 -3.98281 -3.15550
O 1.42160 -5.29656 -2.90023
C 0.64885 -5.73747 -1.77483
C 0.15929 -4.43910 -1.13026
C 0.19243 -3.40723 -2.20672
H 1.15743 -6.36763 -1.05207
H -0.21360 -6.27363 -2.17999
H 0.74682 -4.16062 -0.24789
H -0.82230 -4.49709 -0.65353
H 0.41279 -2.37060 -1.96957
H -0.79965 -3.43688 -2.67137
N 3.18518 1.47890 -2.19851
C 3.02434 0.16623 -2.61779
C 4.09953 -0.16372 -3.39929
C 4.92403 0.97935 -3.49740
C 4.31034 1.97257 -2.79308
H 2.60145 1.95380 -1.53257
H 2.11594 -0.34649 -2.34967
H 4.19751 -1.13234 -3.86478
H 5.77834 1.20122 -4.11748
H 4.62191 2.99252 -2.63260



48
Properties=species:S:1:pos:R:3 method="wB97M-V/def2-TZVPD" multiplicity=1 e_homo_ev=-10.05 e_above_lowest_ev=6.162 e_lumo_ev=-0.06 orbital_gap_ev=10.0
N 0.93625 2.39063 -1.28927
C 0.02258 1.80327 -2.25546
O -0.67662 2.36383 -2.92123
C 0.40986 0.33061 -2.46810
C 1.56416 -0.10555 -1.60459
C 1.94144 -1.57811 -1.98393
O 1.56979 -2.60385 -1.54756
O 2.90453 -1.56799 -2.89350
H 0.63596 3.23605 -0.90091
H 1.94061 2.26150 -1.58385
H -0.30079 -0.58784 -2.40487
H 0.79066 0.39718 -3.57400
H 2.51291 0.50601 -1.82846
H 1.31434 -0.12144 -0.52313
H 3.24420 -2.36207 -3.44719
O 2.83900 0.92607 0.71360
H 3.63911 1.15580 1.20506
H 2.18890 1.53273 0.84370
O -0.58011 -4.90888 -0.61410
H 0.12559 -4.53975 -1.06891
H -1.25571 -4.27316 -0.45686
O 0.09227 -3.03031 1.58260
H 0.02245 -4.06392 1.58061
H 0.49831 -3.15755 0.69813
O -1.29435 0.18441 3.46257
H -0.65679 -0.27305 4.17297
H -1.38144 -0.38185 2.69797
O 1.05083 4.05982 2.44505
H 1.86957 4.12939 1.96491
H 0.58091 3.37132 2.08522
O -1.39941 4.84740 1.61982
H -1.20164 3.97247 1.75552
H -0.41561 5.23537 1.93282
O 0.23676 -1.95930 4.26724
H -0.29344 -2.40525 4.84641
H 0.33406 -2.64359 3.50908
O -0.26204 1.81935 1.59112
H -0.30825 1.04621 2.29110
H -0.37814 1.19587 0.86264
O -2.59627 1.19327 0.48712
H -2.01058 1.77544 0.09798
H -2.70822 1.27045 1.55771
O -2.42075 -1.34130 -3.45074
H -2.61400 -2.20493 -3.84961
H -3.26006 -1.18279 -2.82340
O -2.93166 -2.32881 1.16244
H -3.32994 -1.52079 0.96916
H -2.02076 -2.03340 1.05223